{"formula": "C9H13N3O2Se", "method": "ωB97M-V/def2-TZVPD", "elements": ["C", "C", "C", "C", "C", "C", "C", "C", "C", "N", "N", "N", "O", "O", "Se", "H", "H", "H", "H", "H", "H", "H", "H", "H", "H", "H", "H", "H"], "positions_angstrom": [[-2.55834, -0.43509, -1.51086], [-1.56269, -0.77942, -0.61516], [-3.59994, 0.46397, -1.04392], [-2.57120, 0.62558, 1.14120], [2.09408, -0.58229, 1.31454], [0.73476, -1.19789, 1.20564], [2.31612, 0.09333, -0.01091], [-0.44194, -0.32170, 1.42856], [3.79192, 0.37319, -0.24775], [-3.54183, 0.87440, 0.25696], [-1.43012, -0.15815, 0.60956], [-4.59913, 0.87334, -1.79106], [-2.51757, 0.86027, 2.32170], [3.86717, 1.12939, -1.42785], [1.28781, 1.82072, -0.10237], [-2.37739, -0.95537, -2.38693], [-0.90876, -1.46484, -0.98625], [2.01135, 0.23830, 2.16944], [2.96561, -1.37833, 1.39345], [0.57283, -1.68311, 0.23730], [0.78425, -2.18814, 1.85193], [2.17455, -0.63083, -0.92312], [-0.42165, 0.09897, 2.32244], [4.44459, -0.64901, -0.18453], [4.28976, 1.02866, 0.67127], [-4.38703, 0.74928, -2.77664], [-5.05379, 1.62901, -1.27437], [4.63657, 1.56575, -1.64224]], "lowdin_charge": [0.041, 0.001, -0.360, -0.468, -0.289, -0.228, -0.760, -0.036, -0.389, 0.175, 0.026, 0.176, 0.096, -0.109, 0.568, 0.085, 0.094, 0.146, 0.148, 0.086, 0.169, 0.132, 0.085, 0.142, 0.155, 0.131, 0.137, 0.046], "homo_energy_ev": [-6.901, -6.909], "e_lumo_ev": [-1.6, -1.6], "homo_lumo_gap_ev": [5.334, 5.344]}

---

{"formula": "C6H8", "method": "ωB97M-V/def2-TZVPD", "elements": ["C", "C", "C", "C", "C", "C", "H", "H", "H", "H", "H", "H", "H", "H"], "positions_angstrom": [[-1.02637, -0.07444, 1.56105], [0.27542, 0.09524, 0.78260], [0.50201, -0.90860, -0.39150], [0.23000, 1.16765, -0.27637], [0.36647, 0.30975, -1.32340], [0.43823, 0.65390, -2.70513], [-1.87218, -0.15773, 0.86874], [-1.21225, 0.77639, 2.22552], [-0.99527, -0.98395, 2.16977], [1.12850, 0.17654, 1.46784], [-0.26699, -1.68254, -0.48740], [1.49040, -1.38130, -0.40100], [0.15275, 2.25294, -0.23173], [0.78928, -0.24385, -3.25899]], "lowdin_charge": [-0.070, -0.340, -0.107, 0.034, -0.366, 0.143, 0.085, 0.077, 0.079, 0.141, 0.108, 0.108, 0.120, -0.011], "homo_energy_ev": [-8.325, -8.246], "e_lumo_ev": [-0.9, -0.9], "homo_lumo_gap_ev": [7.452, 7.387]}

---

{"formula": "C4H8ClNiO", "method": "ωB97M-V/def2-TZVPD", "elements": ["Ni", "Cl", "C", "C", "C", "O", "C", "H", "H", "H", "H", "H", "H", "H", "H"], "positions_angstrom": [[6.99769, -14.05168, -20.25386], [5.66019, -15.23053, -20.63956], [7.17114, -17.42494, -19.37477], [6.99872, -17.80207, -17.87382], [5.67389, -18.51420, -17.87756], [5.46074, -18.96500, -19.16899], [5.98704, -17.96932, -20.07615], [7.99670, -17.96107, -19.84285], [7.23236, -16.35340, -19.56493], [6.94402, -16.85950, -17.32914], [7.86946, -18.30610, -17.45447], [4.89335, -17.82596, -17.55325], [5.62979, -19.42981, -17.28780], [5.22983, -17.18746, -20.13470], [6.18700, -18.35004, -21.07773]], "mulliken_spin": [1.130, 0.313, 0.029, 0.013, -0.005, 0.358, 0.055, 0.000, -0.013, -0.002, 0.001, 0.031, 0.016, 0.067, 0.007], "multiplicity": 3, "homo_energy_ev": [-14.975, -13.045], "e_lumo_ev": [-5.4, -8.6], "total_charge": 1, "homo_lumo_gap_ev": [9.600, 4.467]}

---

{"formula": "CH3Cl2O2P", "method": "ωB97M-V/def2-TZVPD", "elements": ["C", "O", "O", "P", "Cl", "Cl", "H", "H", "H"], "positions_angstrom": [[-0.01853, 0.01394, 0.18170], [1.73049, 1.80925, 1.10340], [-0.21325, 0.56126, -1.02443], [0.42549, 1.29808, 1.47747], [-0.88818, 2.82651, 1.64884], [0.55661, 0.31329, 3.14480], [1.12914, -0.86638, 0.41063], [-0.79106, -0.66092, 0.39041], [0.61784, 0.84758, -1.28837]], "lowdin_charge": [-0.428, -0.421, -0.037, -0.197, 0.343, 0.413, 0.209, 0.054, 0.064], "homo_energy_ev": -10.658, "e_lumo_ev": 0.2, "homo_lumo_gap_ev": 10.888}